Molecular formula: C42H41ClN9O9P2Rb
Method: DFT, ωB97M-V/def2-TZVPD

The value obtained for the frontier orbital gap is 6.2617 eV. As for the highest occupied orbital energy: -2.55 eV. Its charge is -2.

```
105
Properties=species:S:1:pos:R:3:forces:R:3
Rb 0.45302 -0.66277 0.61638 -1.67 0.64 -0.77
O 4.31015 2.33918 -3.31630 0.22 0.17 -0.03
C 4.52424 2.89785 -2.11292 -0.03 0.05 -0.09
C 5.52587 3.86519 -2.00247 0.00 0.02 0.01
C 5.76735 4.49101 -0.79237 0.01 -0.01 0.01
C 5.02297 4.16002 0.33585 -0.02 -0.02 -0.04
C 4.04183 3.18769 0.22832 0.04 -0.06 0.04
C 3.77535 2.54563 -0.97781 -0.13 0.08 0.05
C 2.70652 1.48606 -0.98642 0.23 -0.01 -0.01
O 2.21810 1.11511 0.09483 0.61 0.45 -0.15
N 2.43611 0.99948 -2.21203 -0.21 -0.09 0.09
N 1.47787 0.02776 -2.17674 0.24 0.11 0.02
C 1.44722 -0.77527 -3.16257 -0.17 -0.17 0.05
C 0.56498 -1.96098 -3.11485 0.19 0.09 0.02
C 0.69051 -2.95109 -4.08876 -0.01 -0.07 0.00
C -0.00432 -4.13897 -3.92937 0.01 0.01 -0.04
C -0.80873 -4.30277 -2.81475 -0.01 0.00 0.04
C -0.90957 -3.24294 -1.91978 -0.01 0.08 -0.03
N -0.25477 -2.10050 -2.06991 -0.06 0.04 0.08
H 3.55633 1.68955 -3.16998 -0.16 -0.17 -0.02
H 6.10022 4.10751 -2.88863 -0.01 0.01 0.01
H 6.55061 5.23874 -0.72700 -0.01 0.00 0.00
H 5.21581 4.63952 1.28723 0.00 0.00 0.00
H 3.46137 2.87526 1.08874 -0.01 0.01 -0.01
H 2.17128 -0.70345 -3.97800 -0.02 0.00 -0.04
H 1.35612 -2.79765 -4.92985 0.00 -0.01 0.01
H 0.08990 -4.93012 -4.66470 0.00 0.00 0.00
H -1.36008 -5.21709 -2.63950 -0.01 0.00 -0.01
H -1.53154 -3.31496 -1.03307 0.02 0.01 -0.01
Cl 4.69432 3.06700 5.73584 -0.05 -0.03 -0.03
C 3.37430 2.19065 4.96900 0.00 -0.03 0.02
C 3.23821 0.81178 5.18752 0.05 -0.01 0.00
C 2.21080 0.11954 4.61015 0.00 0.05 0.02
C 1.23675 0.75369 3.76868 -0.25 0.07 -0.06
O 0.26244 0.11401 3.25874 0.19 -0.24 0.32
C 1.41734 2.16032 3.55423 -0.09 0.14 -0.07
C 0.54303 2.97354 2.73468 0.12 -0.02 0.01
N -0.40203 2.60336 1.95548 -0.06 -0.02 0.09
C -1.14694 3.59702 1.34091 0.05 0.00 -0.19
C -1.81958 4.57311 2.04147 -0.08 0.02 0.00
C -2.62480 5.52783 1.38075 0.01 -0.01 0.09
C -2.75369 5.52561 0.02288 0.06 -0.07 -0.05
C -2.06221 4.54821 -0.74020 -0.07 0.10 -0.05
C -2.11943 4.49523 -2.15419 -0.02 0.02 0.03
C -1.41708 3.53921 -2.82152 0.02 -0.02 0.01
C -0.66138 2.60496 -2.07348 -0.03 0.03 0.01
N -0.59580 2.61103 -0.76983 -0.08 0.05 -0.01
C -1.26959 3.57966 -0.09294 0.13 -0.13 0.07
C 2.48135 2.84490 4.16762 0.00 0.02 0.03
H 3.96311 0.29777 5.80737 -0.01 0.00 0.00
H 2.11449 -0.94766 4.76455 -0.01 0.01 0.00
H 0.76692 4.05152 2.79565 0.04 -0.02 -0.01
H -1.74913 4.57271 3.12214 0.00 0.02 0.00
H -3.14860 6.27136 1.97087 0.01 0.00 0.01
H -3.36906 6.25861 -0.48607 0.01 0.00 0.00
H -2.72247 5.22283 -2.68720 0.00 0.00 0.01
H -1.44000 3.46938 -3.90144 0.01 0.00 0.02
H -0.09669 1.82519 -2.57448 0.00 0.01 0.00
H 2.59022 3.91063 3.99459 0.01 -0.01 0.00
N 2.01241 -4.79381 1.19430 0.11 0.06 0.11
C 2.12309 -3.60046 2.16272 -0.14 -0.18 -0.07
C 2.89370 -4.07634 3.38728 -0.02 0.09 0.02
P 0.28936 -3.44457 2.59567 -0.03 -0.08 -0.02
O 0.24352 -2.46546 3.84211 0.10 0.05 -0.03
O -0.01464 -4.86036 3.00529 0.03 -0.01 0.03
O -0.44184 -2.88325 1.41615 -0.08 -0.88 0.32
P 3.15508 -2.47749 1.05531 0.06 -0.18 0.05
O 3.10305 -1.01127 1.71234 -0.18 -0.17 -0.15
O 4.51826 -3.06818 1.15523 0.03 -0.01 -0.05
O 2.39575 -2.49839 -0.24385 0.22 -0.14 0.03
H 1.25289 -5.39360 1.55896 0.00 0.07 0.04
H 2.90951 -5.27335 1.14759 0.04 0.03 -0.07
H 1.80590 -4.37513 0.27013 -0.05 0.01 0.07
H 2.39110 -4.92467 3.85666 -0.01 0.01 0.00
H 2.92313 -3.26474 4.11503 0.02 0.00 -0.01
H 3.92176 -4.31831 3.11130 0.00 -0.02 0.01
H 0.21424 -1.48010 3.59946 -0.02 -0.02 0.04
H 2.68510 -0.35781 1.10666 0.90 0.20 0.23
N -2.70231 0.12245 -2.86632 0.06 0.16 0.06
C -3.31349 -1.08675 -3.15546 0.07 0.10 -0.04
C -2.89554 -1.83894 -4.25777 -0.03 -0.03 -0.03
C -3.53104 -3.02356 -4.58501 0.01 0.01 -0.01
C -4.59908 -3.49229 -3.82993 0.01 0.02 0.02
C -5.01560 -2.74648 -2.73353 -0.01 0.01 0.01
C -4.39045 -1.55676 -2.39848 0.00 -0.04 -0.01
H -1.73137 0.18716 -3.13784 -0.02 -0.15 0.01
H -2.82843 0.48048 -1.92614 -0.11 -0.10 0.01
H -2.04614 -1.49757 -4.83913 -0.01 0.00 0.01
H -3.17169 -3.59686 -5.43203 0.00 0.00 0.00
H -5.08432 -4.42735 -4.07979 -0.01 0.00 0.00
H -5.83313 -3.09918 -2.11532 0.00 0.00 0.00
H -4.71916 -0.99399 -1.53345 0.00 -0.01 0.00
N -3.26382 1.16238 0.30959 0.01 -0.04 0.00
C -3.78266 -0.04475 0.75921 0.06 0.12 -0.04
C -5.13277 -0.19513 1.09416 0.00 -0.01 0.02
C -5.56538 -1.45155 1.47150 -0.05 0.00 0.01
C -4.66473 -2.50747 1.51448 0.03 0.00 -0.02
C -3.34482 -2.25328 1.16694 -0.09 0.07 -0.05
N -2.91830 -1.05147 0.78151 0.07 -0.10 0.07
H -3.72391 1.99562 0.64292 -0.04 -0.01 0.00
H -2.25983 1.21031 0.44494 0.03 0.03 0.00
H -5.80794 0.65097 1.05599 0.01 0.00 0.00
H -6.60504 -1.60442 1.73905 0.00 0.00 0.00
H -4.96602 -3.49968 1.82144 0.00 0.01 0.00
H -2.57393 -3.01462 1.21477 0.00 0.01 0.00
```
Forces are in eV/Å.

---

Molecular formula: C42H41CoN4OP2S
Method: DFT, ωB97M-V/def2-TZVPD

The value obtained for the frontier orbital gap (spin up / spin down) is 8.3147 / 8.2228 eV. As for the highest occupied orbital energy (spin up / spin down): -10.59 / -10.59 eV. Its charge is +1. The multiplicity is 4.

```
92
Properties=species:S:1:pos:R:3:forces:R:3
Co -0.50965 -1.44716 -0.02029 0.28 0.10 0.38
C 3.14660 -1.00572 -1.21708 0.02 0.01 -0.19
C 2.51021 -1.69974 -0.02186 -0.31 -0.06 -0.07
C 3.26543 -2.98578 0.27541 0.00 -0.25 0.02
C 2.55771 -0.78619 1.20032 -0.06 0.04 0.07
O 1.16619 -2.04632 -0.36131 0.43 -0.19 0.03
H 4.19824 -0.76340 -1.02894 -0.12 -0.03 -0.02
H 2.61891 -0.07713 -1.43801 -0.01 0.03 -0.04
H 3.09195 -1.65627 -2.09811 0.02 0.09 0.13
H 4.30447 -2.78034 0.55213 -0.11 -0.03 -0.03
H 3.25590 -3.63634 -0.60373 0.01 0.04 0.11
H 2.78715 -3.52233 1.10337 0.09 0.02 -0.07
H 3.58577 -0.48492 1.42602 -0.10 -0.05 -0.02
H 2.15263 -1.29255 2.08408 0.10 0.11 -0.10
H 1.97701 0.12125 1.02053 -0.03 0.06 0.01
N 2.89765 -6.35231 8.62277 -0.18 0.20 -0.26
C 2.33031 -5.73998 7.83037 -0.01 -0.01 0.01
C 1.61753 -4.96808 6.83326 0.14 -0.12 0.22
C 0.98882 -3.77943 7.19205 0.01 0.01 0.07
C 0.32168 -3.03246 6.23752 0.00 0.11 0.13
C 0.27395 -3.48421 4.93025 -0.15 0.14 -0.20
C 0.88479 -4.67282 4.56461 0.00 -0.12 -0.14
C 1.56420 -5.41151 5.51610 0.06 -0.12 -0.05
N -0.41048 -2.70660 3.93931 0.02 -0.05 0.27
C -1.51527 -1.89325 4.13900 0.18 -0.20 0.03
C -1.78908 -1.33140 2.93667 0.14 -0.05 -0.20
N -0.86769 -1.78534 2.00560 -0.18 0.27 -0.12
C -0.05923 -2.60423 2.64074 -0.08 -0.01 0.14
H 1.03446 -3.43702 8.21661 0.00 0.01 -0.01
H -0.13708 -2.09069 6.51206 0.03 -0.05 -0.01
H 0.81770 -5.03663 3.54532 0.00 0.02 0.09
H 2.04406 -6.34278 5.24241 -0.02 0.06 0.01
H -2.01214 -1.81429 5.09212 0.08 -0.03 -0.08
H -2.57923 -0.64287 2.67571 0.11 -0.10 -0.01
H 0.78897 -3.10897 2.19811 -0.15 0.07 0.05
S -4.42067 -3.61056 -0.75512 -0.20 -0.08 0.02
C -3.66048 -3.36097 -2.26441 -0.12 -0.06 -0.02
C -2.43577 -2.82298 -2.07468 0.29 0.00 0.27
N -2.09797 -2.61318 -0.74602 -0.06 0.13 -0.35
C -3.07034 -2.98858 0.04924 0.08 -0.04 -0.05
H -4.14035 -3.62349 -3.19750 0.08 0.03 0.15
H -1.72964 -2.57687 -2.85584 -0.03 0.03 0.12
H -3.02274 -2.92457 1.13159 0.01 0.04 -0.23
C -0.71428 2.39527 -0.83795 0.15 -0.05 0.12
P -1.15577 0.61723 -1.02521 -0.43 0.30 -0.16
C -1.09556 0.38198 -2.82296 0.07 -0.14 -0.02
C -0.13191 -0.49345 -3.32585 -0.05 0.03 0.02
C 0.01311 -0.65836 -4.69847 -0.01 0.01 -0.01
C -0.80785 0.04466 -5.56976 -0.01 0.00 0.05
C -1.76605 0.92520 -5.07299 0.01 0.01 -0.03
C -1.90779 1.09709 -3.70469 0.08 0.03 -0.04
C -2.93160 0.66911 -0.55035 -0.01 0.01 0.05
C -3.22274 1.12539 0.74095 -0.03 0.01 -0.03
C -4.52671 1.12917 1.21741 0.05 -0.03 -0.04
C -5.56165 0.66277 0.41304 0.00 0.03 0.05
C -5.28088 0.19036 -0.85969 0.06 -0.01 -0.06
C -3.97378 0.18997 -1.33986 -0.01 -0.05 0.02
P 1.00918 2.85767 -0.36658 0.13 0.01 -0.03
C 1.93270 2.68205 -1.94528 0.01 -0.01 0.05
C 1.36576 2.72474 -3.21695 0.08 0.03 -0.13
C 2.16399 2.62195 -4.35093 -0.07 0.00 0.07
C 3.54092 2.48829 -4.22714 0.01 -0.01 0.05
C 4.11822 2.45254 -2.96410 0.00 -0.01 -0.01
C 3.31596 2.53852 -1.83354 0.06 -0.04 -0.04
C 0.84294 4.69687 -0.30863 -0.03 -0.03 -0.02
C 2.02260 5.41184 -0.08299 0.03 -0.03 0.01
C 2.02032 6.79619 -0.03015 -0.02 -0.01 0.00
C 0.83044 7.49858 -0.18701 0.00 -0.04 -0.01
C -0.35037 6.80252 -0.38877 0.00 -0.12 0.01
C -0.34612 5.40940 -0.44761 -0.02 0.07 -0.01
H -1.32854 2.77638 -0.02523 -0.10 0.04 0.07
H -1.02818 2.89628 -1.75188 -0.17 0.06 -0.06
H 0.51285 -1.03718 -2.63947 0.01 0.01 -0.04
H 0.77228 -1.33009 -5.08410 -0.07 0.05 0.03
H -0.70239 -0.09016 -6.63949 0.01 0.03 0.04
H -2.39654 1.48588 -5.75509 0.05 -0.07 0.06
H -2.64209 1.80014 -3.32781 -0.01 -0.02 0.01
H -2.42025 1.48548 1.38266 -0.10 -0.02 -0.05
H -4.73697 1.49942 2.21434 0.01 -0.01 -0.05
H -6.58283 0.67550 0.77823 0.09 -0.01 -0.03
H -6.08280 -0.17290 -1.49332 0.06 0.02 0.05
H -3.77406 -0.19275 -2.33309 0.00 0.04 0.01
H 0.29744 2.84466 -3.34850 0.02 0.01 0.01
H 1.70575 2.65500 -5.33350 0.03 -0.01 0.07
H 4.16172 2.41134 -5.11253 -0.04 0.01 0.06
H 5.19255 2.34623 -2.85884 -0.09 0.01 0.00
H 3.76892 2.47777 -0.84843 -0.02 0.01 -0.04
H 2.95972 4.87815 0.04894 -0.06 0.03 -0.02
H 2.94825 7.32908 0.14017 -0.04 -0.03 -0.02
H 0.82588 8.58138 -0.14927 0.00 -0.06 0.01
H -1.28550 7.33835 -0.50385 0.05 -0.03 0.01
H -1.29276 4.90354 -0.60431 0.09 0.01 -0.02
```
Forces are in eV/Å.

---

Short version: electronic energy = -3962.483227; -4382.850429 Ha, in the order given.